C5H18N2O2S | wB97M-V/def2-TZVPD

Its SMILES is NCNCCCCS.O.O. For the energy above the lowest of the compared OMol25 structures with the same formula, charge and spin, the calculation gives 25.1 kcal/mol. The charge is 0. Its max |F| is 1.67 eV/Å. The electronic energy is -859.4309 Ha.

```
28
C5H18N2O2S, DFT wB97M-V/def2-TZVPD
S -1.19349 -2.71336 -1.20240
O 1.91399 -2.48961 1.90084
O -2.79069 -1.02324 2.42786
N -0.87171 3.66722 0.54094
N 1.34010 2.95947 -0.38474
C -0.04963 3.41163 -0.59376
C -0.02222 -0.30114 -0.57936
C 1.19024 0.45180 0.01844
C 0.34572 -1.70510 -1.05437
C 1.71534 1.60904 -0.85260
H -2.48458 -1.34594 1.58109
H 1.79655 3.14238 0.49227
H 1.99738 -0.24857 0.24805
H 0.92864 0.90337 0.97032
H 1.07929 -2.01639 1.82624
H -0.83718 -0.36996 0.12726
H -1.15796 -2.97203 -2.51402
H 0.05496 4.29052 -1.22162
H -0.51254 4.33660 1.19903
H -1.43597 2.90852 0.87704
H 1.68075 -3.29689 2.36985
H 2.80925 1.67874 -0.75986
H -2.29892 -1.35591 3.17748
H -0.33842 0.27065 -1.45115
H -0.53194 2.70130 -1.25616
H 1.48698 1.51158 -1.91909
H 0.83546 -2.21946 -0.23182
H 0.90614 -1.67767 -1.98792
```